67
Properties=species:S:1:pos:R:3:lowdin_charge:R:1 method="wB97M-V/def2-TZVPD" charge=-1
Ca 8.5530 9.4404 17.6580 1.19
N 4.8651 12.5507 17.4237 0.02
C 5.6437 11.4312 17.5717 -0.90
S 6.7575 11.1167 16.2325 0.44
N 5.4527 10.8890 18.7375 -0.05
N 6.3083 9.8952 19.0415 -0.07
C 6.3060 9.4438 20.2211 -0.12
C 7.2865 8.4207 20.5908 -0.28
C 7.3997 7.9384 21.8655 -0.03
C 8.1474 6.7726 22.1171 -0.07
C 8.8136 6.1198 21.1172 -0.07
C 8.7648 6.7512 19.8968 -0.13
N 7.9854 7.7970 19.6261 0.06
H 4.7163 12.8842 16.4790 0.06
H 4.1181 12.6202 18.1205 0.09
H 5.6752 9.9161 21.0264 0.13
H 6.7960 8.4352 22.6100 0.10
H 8.2369 6.3810 23.1448 0.11
H 9.3859 5.2202 21.2339 0.10
H 9.2455 6.3235 19.0516 0.11
N 10.3379 4.6308 8.4473 0.14
C 10.1689 4.9417 9.5328 -0.19
C 10.0768 5.7020 10.7837 -0.24
C 9.7593 7.0307 10.6477 -0.04
C 9.4985 7.7676 11.7745 0.00
C 9.5262 7.1600 13.0242 -0.17
C 9.9822 5.8297 13.1779 0.00
C 10.2208 5.0818 12.0506 -0.02
C 9.2675 7.8710 14.3100 -0.06
C 10.2359 8.7534 14.8435 -0.25
C 11.6290 8.9333 14.4291 -0.03
C 12.1579 9.9451 15.2219 -0.10
C 11.1259 10.3434 16.0679 -0.19
N 10.0206 9.6397 15.8599 -0.07
C 8.0689 7.5236 14.8971 -0.31
C 6.9372 6.9548 14.2466 -0.02
C 5.9567 6.8706 15.2210 -0.07
C 6.5770 7.3442 16.4408 -0.17
N 7.8364 7.7357 16.2424 -0.06
H 9.5956 7.4025 9.6153 0.13
H 9.3056 8.8167 11.7384 0.12
H 10.1281 5.4423 14.1739 0.13
H 10.5827 4.0328 12.1429 0.13
H 12.1554 8.2880 13.7419 0.09
H 13.2089 10.2246 15.1513 0.09
H 11.1762 11.1143 16.8431 0.11
H 6.8755 6.5789 13.2499 0.10
H 4.9527 6.4747 15.2333 0.08
H 6.1260 7.4636 17.4048 0.08
O 10.6368 8.6789 18.6336 -0.11
C 10.7642 9.7693 19.2409 -0.69
O 10.0188 10.7539 19.0548 -0.09
C 11.9021 9.8288 20.1469 -0.09
C 12.0602 10.7805 21.1508 0.10
C 13.0928 10.6455 22.1152 -0.12
C 13.9947 9.6048 22.0158 0.09
C 13.7719 8.6647 20.9647 -0.10
C 12.7649 8.7382 20.0662 0.07
N 14.5859 7.4179 20.9689 -0.35
O 14.0305 6.3976 20.5938 0.08
O 15.7300 7.4722 21.3871 0.07
N 13.1473 11.5736 23.2477 -0.35
O 13.6054 11.1259 24.2926 0.06
O 12.6995 12.7096 23.1693 0.08
H 11.3302 11.6060 21.1842 0.14
H 14.7892 9.5285 22.7726 0.14
H 12.6193 8.0139 19.2957 0.13

13
Properties=species:S:1:pos:R:3:lowdin_charge:R:1 method="wB97M-V/def2-TZVPD" smiles="C=C[C@H](O)C(=S)S" charge=0 de_lowest_ev=3.191
C -2.0899 -0.2322 -0.5817 -0.03
C -0.8398 -0.6362 -0.2432 -0.17
C 0.0952 -0.1127 0.8112 -0.52
O -0.6497 0.9584 1.3719 -0.11
C 1.4991 0.2648 0.2036 -1.17
S 1.9152 1.7348 -0.2894 0.72
S 2.6238 -1.0423 0.2451 0.80
H -2.9012 0.4465 -0.0329 0.11
H -2.3773 -0.5855 -1.6449 0.07
H -0.3827 -1.1772 -1.2903 0.16
H 0.3383 -0.8384 1.5544 0.11
H -0.6566 1.5487 0.4269 0.16
H 3.4256 -0.3287 -0.5307 -0.13

Record-wise E_tot values, in eV: -86404.3106; -27960.0871
Record-wise gap between HOMO and LUMO values, in hartree: 0.2142; 0.3193